Entry 1:
15
Properties=species:S:1:pos:R:3:forces:R:3 method="wB97M-V/def2-TZVPD" charge=+1 multiplicity=1 total_energy_ev=-30804.1724 homo_energy_ha=-0.5175 smiles="C[C@@H]([NH3+])C=C(Cl)Cl" largest_force_ev_per_a=4.48 mol_weight_g_mol=141.02 orbital_gap_ev=10.45 relative_energy_kj_mol=40.09
Cl -4.357631 -1.115508 -0.130314 1.776 0.519 0.019
Cl -3.104266 1.509059 0.153483 -1.159 0.142 -0.028
N -0.331635 1.338331 -0.518214 -0.327 -2.058 1.092
C -0.325236 0.116604 0.451205 -0.806 -1.189 -0.868
C -2.843349 -0.224812 0.015195 -0.839 1.208 0.594
C -1.594289 -0.625278 0.201321 -1.916 0.242 -0.614
C 0.828299 -0.888569 0.276984 1.938 1.376 -3.799
H 0.280331 2.020682 -0.098495 0.311 0.734 -0.793
H -0.242426 1.057418 -1.499779 1.372 -0.009 0.236
H 1.881832 -0.372336 0.159604 -2.114 -1.034 0.389
H -1.323461 1.605350 -0.558646 -0.059 1.060 0.734
H 0.779064 -1.399114 1.155012 0.446 -1.660 2.570
H -0.424191 0.343632 1.538474 0.629 1.192 -0.925
H 0.734272 -1.716218 -0.560831 -0.125 2.109 1.355
H -1.612643 -1.649937 0.208144 0.873 -2.633 0.037

Entry 2:
19
Properties=species:S:1:pos:R:3:forces:R:3 method="wB97M-V/def2-TZVPD" charge=-1 multiplicity=1 total_energy_ev=-47790.5387 homo_energy_ha=-0.1806 largest_force_ev_per_a=4.87 mol_weight_g_mol=221.09 orbital_gap_ev=8.18 relative_energy_kj_mol=152.84
Cl 1.929512 1.345230 0.943517 1.028 0.052 -0.241
Cl -1.150382 2.126948 -2.033121 -1.382 1.382 0.287
S 0.121353 -1.437252 0.237622 0.543 -1.277 0.206
O -0.000356 -2.205641 1.450317 -0.049 -0.094 0.272
O 1.421239 -1.599868 -0.426544 -1.467 0.627 0.227
O -1.012803 -2.064388 -0.721855 0.801 0.731 -0.257
N -0.435482 0.053600 0.300903 -0.019 -1.565 0.042
C 0.100239 0.823275 1.255397 -0.699 4.627 1.354
C -0.061612 0.850101 -2.000118 2.921 0.780 1.005
C -0.184103 -0.107384 -2.888266 0.961 -1.618 -0.888
C 0.045032 0.491976 2.745957 -0.305 -0.486 -0.085
H 0.585456 -0.881095 -3.027964 -0.263 0.455 0.424
H 0.814926 1.090161 -1.275936 -1.538 -0.919 -1.810
H 0.122317 -0.580597 2.850962 -0.055 -0.217 0.279
H -0.285744 1.956188 1.183323 0.353 -2.502 -0.197
H 0.867260 0.941360 3.305570 -0.332 0.255 -0.111
H -0.904704 -1.421021 -1.455360 -0.647 -0.387 -0.436
H -0.948563 0.817939 3.108300 0.507 -0.143 0.023
H -1.023585 -0.199531 -3.552702 -0.360 0.297 -0.096